(a)
Density functional theory data (the ωB97M-V functional and the def2-TZVPD basis) for the ion C3H8N3 with charge +1.

Atoms and positions in Å:
C 0.54855 0.31113 -2.64256
C -0.20610 -0.61518 -1.71790
C -0.17811 0.14513 0.76614
N 1.01298 -0.85215 -2.44061
N 0.11928 -0.99161 -0.31218
N 0.74828 1.10319 0.38824
H 0.75664 1.27414 -3.20279
H -1.22296 -0.97775 -1.93827
H 0.08302 -0.26511 1.74044
H -1.31496 0.31171 0.69548
H -0.34606 -1.86203 0.10017
H 1.07002 -0.89743 -0.66685
H 1.32823 1.51641 1.06521
H 0.42993 2.00444 0.01856

Output
spin multiplicity	3
charge	+1
frontier orbital gap (alpha / beta)	0.2825 / 0.2839	Eh
<S²>	2.006
HOMO (alpha / beta)	-11.01 / -15.12	eV
E_LUMO (alpha / beta)	-3.3 / -7.4	eV

***

(b)
Density functional theory data (the ωB97M-V functional and the def2-TZVPD basis) for the ion C3H8N3 with charge +1.

Atoms and positions in Å:
C -1.23406 0.67593 0.15348
C 0.48332 -1.25763 0.25767
C 1.09892 -0.03657 -0.35495
N -0.10557 0.12822 0.55687
N -2.33215 0.12809 -0.17188
N 2.25328 0.49463 -0.00869
H -1.06615 1.77449 0.19276
H -0.07455 -1.96389 -0.25303
H 0.97670 -1.60166 1.07219
H 0.89244 0.13712 -1.40979
H -2.34483 -0.92430 -0.35258
H 2.41953 1.47034 -0.24434
H 2.28856 0.44614 0.96333
H -3.25545 0.52908 -0.40105

Output
spin multiplicity	3
charge	+1
frontier orbital gap (alpha / beta)	0.2671 / 0.2293	Eh
<S²>	2.008
HOMO (alpha / beta)	-10.18 / -14.89	eV
E_LUMO (alpha / beta)	-2.9 / -8.7	eV

***

Stability ranking, top and bottom: (b) is the most stable and (a) is the least stable.

***

(a)
Density functional theory data (the ωB97M-V functional and the def2-TZVPD basis) for a cluster of 2 separate species, C4H9ClN2O in total.

Atoms and positions in Å:
C -1.86770 -0.32719 -2.06543
C -0.12746 0.05715 2.62634
C -0.61556 0.24887 -1.51347
C 0.94469 0.04815 1.84554
N 0.24632 0.75418 -2.27786
N 1.45479 -1.01615 1.13802
O 1.36378 1.31414 -1.75714
Cl 1.83502 1.52998 1.56797
H -2.72343 0.21053 -1.65441
H -1.87000 -0.24227 -3.14795
H -1.95904 -1.37257 -1.77675
H -0.47034 0.96552 3.08193
H 1.36671 1.28774 -0.77804
H -0.68846 -0.83933 2.81487
H -0.50158 0.23974 -0.42037
H 1.19935 -1.92830 1.48241
H 2.41289 -0.93019 0.83434

Output
SMILES	C=C(N)Cl.C/C=N/O
frontier orbital gap	0.3601	Eh
HOMO	-9.12	eV
E_LUMO	0.7	eV

***

(b)
Density functional theory data (the ωB97M-V functional and the def2-TZVPD basis) for the molecule C4H9ClN2O.

Atoms and positions in Å:
C 1.79960 -0.95485 0.25301
C 1.06858 -1.03281 -1.06660
C -1.11015 0.19181 0.72914
C -1.57969 1.48924 0.13235
H 2.00112 0.94921 -0.10959
H 1.24814 -1.49104 1.01219
H 2.78711 -1.40989 0.15342
H 1.61721 -1.25482 -1.97771
H -1.99010 -1.07267 -0.59016
H -0.14043 0.39584 1.19146
H -1.75915 -0.09246 1.55137
H -2.50399 1.36500 -0.44523
H -1.73588 2.26100 0.88418
N -0.16275 -1.03106 -1.21484
N -1.08326 -0.94896 -0.18566
O 1.96179 0.38533 0.67191
Cl -0.41814 2.25113 -0.98923

Output
SMILES	OC/C=N\NCCCl
frontier orbital gap	0.3513	Eh
HOMO	-8.67	eV
E_LUMO	0.9	eV

***

(c)
Density functional theory data (the ωB97M-V functional and the def2-TZVPD basis) for a cluster of 2 separate species, C4H9ClN2O in total.

Atoms and positions in Å:
C -0.94479 0.86562 0.24536
C -0.72124 2.14945 -0.42624
C 1.15080 -0.79189 -1.33531
C 1.13642 -0.43046 0.18132
N -1.98323 0.31409 0.59515
N 0.98962 -1.51805 1.01380
O -1.83174 -1.09377 1.06306
Cl 2.40788 0.68046 0.77548
H -0.72860 2.93523 0.34404
H 0.34019 2.17875 -0.64641
H -1.28865 2.51857 -1.31368
H 1.02038 0.20381 -1.85665
H 0.37059 -1.57772 -1.69864
H 2.11116 -1.19092 -1.48770
H 0.97051 -1.46144 2.01095
H 0.51665 -2.41055 0.72488
H -2.71166 -1.41320 1.38896

Output
frontier orbital gap (alpha / beta)	0.2757 / 0.2709	Eh
HOMO (alpha / beta)	-7.10 / -7.03	eV
E_LUMO (alpha / beta)	0.4 / 0.3	eV

***

Stability ranking, top and bottom: (b) is the most stable and (c) is the least stable.

***

(a)
Density functional theory data (the ωB97M-V functional and the def2-TZVPD basis) for a cluster of 3 separate species, H5O2S in total.

Atoms and positions in Å:
S -0.13447 -0.73727 0.29484
H -0.20209 -1.35910 1.44444
H 2.89320 0.57621 -1.30718
H 1.63236 -0.55113 -1.40860
O 2.42460 -0.16164 -1.81806
H -1.88477 0.59186 0.79789
H -1.48853 1.94402 1.43675
O -2.27444 1.48594 1.10797

Output
charge	-1
frontier orbital gap	0.2780	Eh
HOMO	-3.33	eV
E_LUMO	4.2	eV

***

(b)
Density functional theory data (the ωB97M-V functional and the def2-TZVPD basis) for a cluster of 3 separate species, H5O2S in total.

Atoms and positions in Å:
S 0.20642 1.25245 0.03004
H -0.31286 2.48687 -0.00681
H -0.73743 -0.74805 -1.92454
H -1.18373 0.53109 -2.69323
O -0.89415 -0.37421 -2.79704
H 0.62971 -0.92271 1.76054
H 1.51461 -0.87891 3.02441
O 0.77743 -1.34651 2.60662

Output
charge	-1
frontier orbital gap	0.2648	Eh
HOMO	-2.99	eV
E_LUMO	4.2	eV

***

Stability ranking, top and bottom: (a) is the most stable and (b) is the least stable.

***

(a)
Density functional theory data (the ωB97M-V functional and the def2-TZVPD basis) for a cluster of 6 separate species, C6H21NO5 in total.

Atoms and positions in Å:
C 2.39890 -0.38074 1.65432
N 2.77155 0.31326 -1.16343
C 1.55349 -0.14028 -0.66755
C 1.34539 -0.52586 0.59337
C 0.13109 -1.26464 1.04998
C -0.13130 -2.47945 0.58968
C -1.21625 -3.40734 1.07564
H 2.23026 0.54117 2.22852
H 3.46256 -0.30595 1.37838
H 2.39267 -1.20102 2.38203
H 2.90560 0.28152 -2.15441
H 3.57967 -0.04806 -0.66641
H 0.70655 -0.13436 -1.34996
H -0.42035 -0.78339 1.85308
H 0.42059 -2.86141 -0.24773
H -0.72330 -4.07203 1.80563
H -1.67878 -3.91682 0.24429
H -1.85686 -2.92402 1.81796
H -0.66859 2.65680 1.21934
H 0.23142 1.75435 0.37242
O 0.01726 2.68361 0.53441
H -3.60571 1.36135 1.57676
H -2.09050 1.35514 1.76580
O -2.86256 1.94501 1.75225
H 0.36417 3.25935 -2.04595
H 1.70328 2.62912 -1.54662
O 0.95815 2.50120 -2.14720
H -3.56976 -0.51899 0.45519
H -3.47870 -1.98424 0.82086
O -3.55621 -1.10518 1.22006
H -0.00986 -0.51532 -4.09146
H 0.68845 0.82906 -3.77361
O -0.16959 0.38812 -3.80091

Output
SMILES	C/C=C/C(C)=C/N.O.O.O.O.O
frontier orbital gap	0.3137	Eh
HOMO	-8.02	eV
E_LUMO	0.5	eV

***

(b)
Density functional theory data (the ωB97M-V functional and the def2-TZVPD basis) for a cluster of 5 separate species, C6H21NO5 in total.

Atoms and positions in Å:
C 1.01421 0.32077 2.24870
O -0.13431 0.38060 3.09384
C 0.72620 0.70853 0.82535
C 1.98139 0.46182 -0.04498
C 1.71881 0.72754 -1.51636
C 1.54483 1.97607 -1.92378
C 1.57255 -0.50154 -2.38443
N -0.41252 -0.02714 0.27761
H 1.81500 0.93229 2.67288
H 1.39197 -0.69597 2.35872
H -0.25411 1.28340 3.42282
H 0.51898 1.78032 0.71380
H 2.72278 1.15706 0.33674
H 2.35102 -0.53613 0.19691
H 1.39396 2.23839 -2.97142
H 1.56103 2.83281 -1.27129
H 0.56220 -0.59340 -2.77349
H 1.86890 -1.37808 -1.82513
H 2.17335 -0.38333 -3.29205
H -1.16720 -0.35192 0.87301
H -0.09317 -0.73894 -0.37017
H -1.92974 1.50836 0.13053
H -1.44777 2.34817 -1.03384
O -2.07864 2.36991 -0.30346
H -2.08435 -1.96820 -0.37507
H -3.09650 -2.17409 0.77901
O -2.73599 -2.58497 -0.01467
H -0.66911 -3.20343 -0.76400
H 0.58434 -3.43951 -1.70472
O 0.27934 -3.35461 -0.79922
H -3.77433 0.31531 1.24204
H -2.83173 0.64558 2.40678
O -3.07139 -0.05567 1.78929

Output
SMILES	C=C(C)C[C@@H](N)CO.O.O.O.O
frontier orbital gap	0.3540	Eh
HOMO	-9.18	eV
E_LUMO	0.4	eV

***

Stability ranking, top and bottom: (b) is the most stable and (a) is the least stable.

***

(a)
Density functional theory data (the ωB97M-V functional and the def2-TZVPD basis) for the ion C2H6N5 with charge +1.

Atoms and positions in Å:
C -0.93320 1.08181 -0.83253
C 0.23642 2.03454 1.11925
N -1.01753 -0.22591 -1.56696
N -0.44490 -1.19796 -1.21086
N 0.44845 -1.78325 -0.74017
N -0.14900 1.02855 0.19516
N 0.73562 -2.90442 -0.07420
H -1.59101 1.84166 -1.33426
H -0.47777 2.76946 1.27083
H 0.36267 1.49775 2.08843
H 1.08476 2.61811 0.73490
H 1.70888 -3.24622 -0.11071
H 0.03659 -3.51411 0.46112

Output
SMILES	C/N=C/N=N\N=[NH2+]
charge	+1
frontier orbital gap	0.3262	Eh
HOMO	-14.57	eV
E_LUMO	-5.7	eV

***

(b)
Density functional theory data (the ωB97M-V functional and the def2-TZVPD basis) for the ion C2H6N5 with charge +1.

Atoms and positions in Å:
C 1.04758 -0.02875 -0.26613
C -0.70832 0.12522 -1.90552
N -0.54353 -0.09124 2.07753
N 0.87801 -0.58030 1.85630
N -1.20553 0.27339 1.19108
N 1.27576 -0.74656 0.63316
N 0.66619 0.41964 -1.37713
H -0.67743 -0.58554 -2.73473
H -1.02664 1.06284 -2.39562
H -1.37213 -0.12968 -1.06725
H -0.70160 -0.03662 3.07154
H 1.45067 -1.04094 2.54621
H 0.91697 1.35854 -1.62943

Output
charge	+1
frontier orbital gap	0.3753	Eh
HOMO	-14.29	eV
E_LUMO	-4.1	eV

***

Stability ranking, top and bottom: (b) is the most stable and (a) is the least stable.

***

(a)
Density functional theory data (the ωB97M-V functional and the def2-TZVPD basis) for a cluster of 2 separate species, H2NO4S in total.

Atoms and positions in Å:
N 0.08932 -0.49569 -1.21170
O -1.48263 1.46784 -0.26388
O -1.45174 -0.86135 0.69793
O 1.14794 0.99973 -0.24413
O 0.43250 -1.53752 -0.59207
S -1.54404 0.04208 -0.54325
H 0.79353 1.67099 -0.78213
H -0.21590 -1.50062 0.35610

Output
charge	-1
frontier orbital gap (alpha / beta)	0.3107 / 0.3082	Eh
HOMO (alpha / beta)	-4.51 / -4.44	eV
E_LUMO (alpha / beta)	3.9 / 3.9	eV

***

(b)
Density functional theory data (the ωB97M-V functional and the def2-TZVPD basis) for a cluster of 2 separate species, H2NO4S in total.

Atoms and positions in Å:
N -1.33572 -0.17547 -1.22027
O 2.33557 0.82036 0.48876
O -0.02552 0.98335 1.16178
O 1.14803 -1.13156 1.50724
O -0.06017 -0.56152 -1.37843
S 1.08660 0.14452 0.81214
H -1.51588 0.71588 -0.81153
H -1.63290 -0.79555 -0.55969

Output
charge	-1
frontier orbital gap (alpha / beta)	0.2528 / 0.3008	Eh
HOMO (alpha / beta)	-2.97 / -4.28	eV
E_LUMO (alpha / beta)	3.9 / 3.9	eV

***

(c)
Density functional theory data (the ωB97M-V functional and the def2-TZVPD basis) for a structure of composition H2NO4S.

Atoms and positions in Å:
N -1.22216 0.47642 -0.66675
O -0.53104 0.10504 -2.32343
O 1.27460 -0.03877 -0.54056
O 0.94598 -1.01980 2.15393
O -2.15116 1.28786 -0.65485
S 0.35118 0.85684 -1.27299
H 0.00443 -0.90976 2.01270
H 1.32817 -0.75782 1.29194

Output
charge	-1
frontier orbital gap	0.2863	Eh
HOMO	-3.85	eV
E_LUMO	3.9	eV

***

Stability ranking, top and bottom: (c) is the most stable and (a) is the least stable.

***

(a)
Density functional theory data (the ωB97M-V functional and the def2-TZVPD basis) for the molecule C5H7OP.

Atoms and positions in Å:
C -0.97313 1.28531 0.56091
C -0.19146 0.22197 0.82579
C -1.57495 1.42327 -0.81285
C 0.02006 -0.68530 -0.35982
C 0.52586 -2.08381 0.03682
O 0.69969 -0.00508 -1.50252
P -0.89910 -0.06676 -1.77520
H -1.06727 2.00639 1.27323
H 0.27158 0.03723 1.80898
H -2.57522 1.43168 -0.77232
H -1.32500 2.30522 -1.40095
H -0.16787 -2.55102 0.61560
H 1.40781 -1.76633 0.58489
H 0.73015 -2.64818 -0.84832

Output
SMILES	C[C@]12C=CCP1O2
frontier orbital gap	0.3669	Eh
HOMO	-8.92	eV
E_LUMO	1.1	eV

***

(b)
Density functional theory data (the ωB97M-V functional and the def2-TZVPD basis) for a structure of composition C5H7OP.

Atoms and positions in Å:
C 0.53550 1.65368 -1.57868
C 0.72573 0.28576 -1.63025
C 0.02807 1.96624 -0.37451
C 0.30493 -0.15434 -0.41942
C -0.05069 -1.78237 0.70656
O -0.17012 0.84584 0.35696
P -0.30690 -0.89535 2.27683
H 0.72132 2.38968 -2.45956
H 1.23784 -0.27284 -2.53420
H -0.23975 3.00179 0.03489
H 0.66697 -2.36404 0.38888
H -1.02665 -2.19053 0.46721
H -0.86555 -2.05383 2.98276
H -1.56070 -0.42969 1.78253

Output
frontier orbital gap	0.3560	Eh
HOMO	-8.72	eV
E_LUMO	1.0	eV

***

Stability ranking, top and bottom: (a) is the most stable and (b) is the least stable.

***

(a)
Density functional theory data (the ωB97M-V functional and the def2-TZVPD basis) for the molecule CH3FO2S.

Atoms and positions in Å:
C 1.01016 -0.09039 0.05046
O -1.24695 -0.61197 1.23634
O -1.32803 -0.61505 -1.26382
F -1.26569 1.53495 -0.00261
S -0.87671 -0.08744 -0.01223
H 1.40740 0.32418 -0.93567
H 1.19530 0.61809 0.78998
H 1.10452 -1.07237 0.13755

Output
SMILES	CS(=O)(=O)F
frontier orbital gap	0.4666	Eh
HOMO	-12.15	eV
E_LUMO	0.5	eV

***

(b)
Density functional theory data (the ωB97M-V functional and the def2-TZVPD basis) for a cluster of 2 separate species, CH3FO2S in total.

Atoms and positions in Å:
C 0.75903 -0.50072 0.55891
O -1.47996 1.20270 0.48528
O -1.69030 -1.13276 -0.38694
F 1.72060 1.11082 -0.45694
S -0.94259 0.05020 -0.14235
H 0.92397 0.09623 1.48070
H 1.11538 -1.26183 -0.02232
H -0.40613 0.43536 -1.51635

Output
frontier orbital gap	0.3328	Eh
HOMO	-11.73	eV
E_LUMO	-2.7	eV

***

Stability ranking, top and bottom: (a) is the most stable and (b) is the least stable.